{"formula": "C31H60ClFN3O5", "method": "wB97M-V/def2-TZVPD", "elements": ["C", "C", "O", "O", "C", "C", "C", "C", "N", "C", "C", "C", "F", "C", "C", "C", "C", "Cl", "O", "H", "H", "H", "H", "H", "H", "H", "H", "H", "H", "H", "H", "H", "H", "H", "H", "H", "H", "H", "H", "H", "H", "H", "H", "C", "C", "C", "C", "C", "C", "N", "O", "C", "C", "C", "H", "H", "H", "H", "H", "H", "H", "H", "H", "H", "H", "H", "H", "H", "H", "H", "H", "H", "C", "C", "C", "C", "C", "C", "N", "O", "C", "C", "C", "H", "H", "H", "H", "H", "H", "H", "H", "H", "H", "H", "H", "H", "H", "H", "H", "H", "H"], "coordinates": [[3.29970, -1.22359, -1.57764], [2.71204, 0.10452, -1.95403], [2.72673, 0.97343, -1.18641], [2.20199, 0.31896, -3.20410], [0.86336, -0.13072, -3.33683], [-0.13954, 0.62552, -2.46900], [-0.81242, 1.80364, -3.19171], [-2.28394, 2.01041, -2.77041], [-2.45846, 3.16917, -1.83710], [-1.25094, 3.50179, -1.03064], [-1.14573, 2.61308, 0.18538], [-0.04950, 3.06500, 1.12979], [-2.37158, 2.78744, 0.84934], [0.03925, 3.60742, -1.88470], [0.29182, 5.08581, -2.16563], [1.58967, 5.36415, -2.93903], [1.36956, 5.58553, -4.43119], [2.88086, 4.16444, -2.64462], [-0.04600, 2.98185, -3.16122], [3.17822, -2.00505, -2.32353], [4.36874, -1.06412, -1.45956], [2.94288, -1.55029, -0.61058], [0.58245, 0.01691, -4.37596], [0.76664, -1.20636, -3.17058], [0.27974, 0.91823, -1.51078], [-0.94410, -0.08358, -2.25634], [-0.86470, 1.51028, -4.23572], [-2.84659, 2.25219, -3.66616], [-2.72431, 1.10386, -2.37022], [-2.64060, 3.98957, -2.41899], [-3.28584, 3.08285, -1.23938], [-1.44199, 4.48968, -0.62069], [-1.08201, 1.55691, -0.06389], [0.70292, 2.29724, 1.26690], [0.43734, 3.96338, 0.75455], [-0.45312, 3.30265, 2.10413], [0.86283, 3.16545, -1.32398], [0.20222, 5.69360, -1.26880], [-0.52826, 5.38775, -2.82650], [1.97136, 6.30835, -2.56847], [2.35065, 5.64296, -4.88678], [0.76227, 4.80583, -4.87854], [0.90261, 6.55651, -4.57818], [-3.40645, -6.24258, -3.30433], [-2.91292, -4.79397, -3.56497], [-1.39672, -4.73130, -3.80591], [-0.52848, -4.79448, -2.55183], [-1.01243, -3.77349, -1.52500], [-2.49593, -3.93380, -1.19994], [-3.33768, -3.91310, -2.43502], [-3.41126, -2.69558, -2.85884], [-2.67134, -5.24110, -0.39936], [-2.93315, -2.84268, -0.22338], [-3.57478, -4.41860, -4.89256], [-3.62515, -6.46020, -2.26454], [-4.34869, -6.43034, -3.81997], [-2.68386, -6.98176, -3.65373], [-1.16209, -3.78979, -4.31578], [-1.10427, -5.52416, -4.49588], [-0.52871, -5.80381, -2.13377], [0.50882, -4.57939, -2.81987], [-0.41852, -3.86775, -0.61301], [-0.82478, -2.76367, -1.91132], [-3.72509, -5.43737, -0.19618], [-2.16185, -5.16028, 0.56147], [-2.24281, -6.11426, -0.88484], [-2.74602, -1.83962, -0.60889], [-2.37837, -2.93405, 0.71012], [-3.99565, -2.92913, 0.00969], [-4.66022, -4.36748, -4.79875], [-3.33787, -5.18079, -5.63545], [-3.22000, -3.46553, -5.28437], [2.78974, 2.55468, 6.49251], [1.71515, 2.10840, 5.46506], [0.54672, 1.36588, 6.13335], [0.81465, -0.09405, 6.48404], [1.37223, -0.83621, 5.27260], [2.61330, -0.15232, 4.69786], [2.36332, 1.29255, 4.39277], [1.65293, 1.36667, 3.32013], [3.76819, -0.33888, 5.70407], [3.08311, -0.89536, 3.44800], [1.14239, 3.42762, 4.94425], [3.68722, 1.94607, 6.49246], [3.14902, 3.55981, 6.26785], [2.39375, 2.56328, 7.50920], [-0.31566, 1.38516, 5.45758], [0.23598, 1.90795, 7.02813], [1.49459, -0.16293, 7.33677], [-0.11699, -0.56690, 6.80175], [1.61568, -1.86323, 5.55204], [0.59333, -0.90491, 4.50530], [4.66536, 0.18683, 5.37303], [4.02035, -1.39626, 5.78809], [3.52826, -0.01457, 6.71368], [2.30828, -0.95477, 2.68373], [3.35748, -1.91816, 3.70477], [3.96028, -0.41291, 3.01280], [1.88892, 3.99785, 4.38856], [0.81916, 4.03396, 5.79081], [0.27332, 3.28217, 4.30277]], "multiplicity": 3, "total_energy_ha": -2317.33202, "total_charge": 1, "lumo_energy_ev": [-2.82, -2.82], "fmax_ev_per_a": 4.09, "s2": 2.008}